# 1
C12H13NO | ωB97M-V/def2-TZVPD

Properties
- LUMO energy (eV) = 0.99
- ΔE to the lowest compared entry with this formula, charge and spin (eV) = 1.1852
- strongest force on any atom (Eh/bohr) = 0.07913
- SMILES = c1cc2ccc3c(c2o1)CCNCC3
- multiplicity = 1
- gap between HOMO and LUMO (eV) = 8.9
- charge = 0
- electronic energy (eV) = -16191.04608

Each line ends with the Löwdin charge.
Atoms and positions in Å:
C1 -1.046 0.879 2.487  -0.19
C2 -1.213 1.593 1.058  -0.10
C3 -0.823 0.787 -0.212  -0.19
C4 -1.725 0.488 -1.168  -0.06
C5 -1.466 -0.354 -2.299  0.01
C6 -0.205 -0.987 -2.284  -0.21
C7 0.484 -1.788 -3.236  -0.01
C8 1.732 -1.999 -2.686  -0.12
C9 0.720 -0.627 -1.286  -0.12
C10 0.509 0.354 -0.331  -0.10
C11 1.509 0.646 0.779  -0.11
C12 1.113 -0.046 2.113  -0.24
H1 -0.658 1.610 3.139  0.08
H2 -2.088 0.596 2.885  0.13
H3 -2.223 2.056 0.981  0.11
H4 -0.585 2.448 1.096  0.08
H5 -2.746 0.911 -1.075  0.11
H6 -2.203 -0.763 -3.037  0.12
H7 -0.051 -2.231 -4.093  0.12
H8 2.572 -2.530 -3.057  0.11
H9 1.393 1.756 1.020  0.12
H10 2.544 0.480 0.448  0.12
H11 1.648 0.548 2.929  0.12
H12 1.666 -1.035 2.091  0.13
H13 -0.477 -1.071 2.955  0.11
N1 -0.282 -0.334 2.297  -0.08
O1 1.905 -1.386 -1.513  0.04



# 2
C12H13OP | ωB97M-V/def2-TZVPD

Properties
- LUMO energy (spin up / spin down) (eV) = -0.50 / 0.24
- ΔE to the lowest compared entry with this formula, charge and spin (eV) = 3.8977
- strongest force on any atom (Eh/bohr) = 0.07976
- multiplicity = 1
- gap between HOMO and LUMO (spin up / spin down) (eV) = 7.5 / 7.7
- charge = 0
- electronic energy (eV) = -23985.97110

Each line ends with the Löwdin charge.
Atoms and positions in Å:
C1 -2.407 0.778 -2.609  -0.08
C2 -1.614 -0.367 -2.851  -0.08
C3 -2.827 0.986 -1.298  -0.08
C4 -1.264 -1.261 -1.854  -0.13
C5 -2.466 0.099 -0.241  -0.11
C6 -1.703 -1.017 -0.591  -0.43
C7 3.443 0.727 0.768  -0.08
C8 2.666 -0.608 0.659  -0.10
C9 2.793 1.768 1.319  -0.15
C10 1.551 -0.631 1.355  -0.05
C11 1.454 1.787 1.844  -0.17
C12 0.952 0.323 2.253  -0.18
O1 -1.075 -3.735 -0.277  -0.40
P1 -1.455 -2.431 0.750  0.95
H1 -2.719 1.496 -3.377  0.11
H2 -1.343 -0.613 -3.840  0.09
H3 -3.321 1.924 -1.172  0.09
H4 -0.589 -1.998 -2.152  0.08
H5 -2.675 0.232 0.766  0.06
H6 4.443 0.747 0.318  0.09
H7 3.124 -1.268 -0.100  0.09
H8 3.392 2.692 1.288  0.11
H9 1.288 2.537 2.573  0.10
H10 0.818 2.020 1.070  0.09
H11 -0.177 0.250 2.050  0.11
H12 1.198 0.039 3.258  0.10
H13 -1.488 -4.475 0.089  -0.03



Copy entry 1 word for word.
C12H13NO | ωB97M-V/def2-TZVPD

Properties
- LUMO energy (eV) = 0.99
- ΔE to the lowest compared entry with this formula, charge and spin (eV) = 1.1852
- strongest force on any atom (Eh/bohr) = 0.07913
- SMILES = c1cc2ccc3c(c2o1)CCNCC3
- multiplicity = 1
- gap between HOMO and LUMO (eV) = 8.9
- charge = 0
- electronic energy (eV) = -16191.04608

Each line ends with the Löwdin charge.
Atoms and positions in Å:
C1 -1.046 0.879 2.487  -0.19
C2 -1.213 1.593 1.058  -0.10
C3 -0.823 0.787 -0.212  -0.19
C4 -1.725 0.488 -1.168  -0.06
C5 -1.466 -0.354 -2.299  0.01
C6 -0.205 -0.987 -2.284  -0.21
C7 0.484 -1.788 -3.236  -0.01
C8 1.732 -1.999 -2.686  -0.12
C9 0.720 -0.627 -1.286  -0.12
C10 0.509 0.354 -0.331  -0.10
C11 1.509 0.646 0.779  -0.11
C12 1.113 -0.046 2.113  -0.24
H1 -0.658 1.610 3.139  0.08
H2 -2.088 0.596 2.885  0.13
H3 -2.223 2.056 0.981  0.11
H4 -0.585 2.448 1.096  0.08
H5 -2.746 0.911 -1.075  0.11
H6 -2.203 -0.763 -3.037  0.12
H7 -0.051 -2.231 -4.093  0.12
H8 2.572 -2.530 -3.057  0.11
H9 1.393 1.756 1.020  0.12
H10 2.544 0.480 0.448  0.12
H11 1.648 0.548 2.929  0.12
H12 1.666 -1.035 2.091  0.13
H13 -0.477 -1.071 2.955  0.11
N1 -0.282 -0.334 2.297  -0.08
O1 1.905 -1.386 -1.513  0.04